{"formula": "C5H5NO2", "method": "the ωB97M-V functional and the def2-TZVPD basis", "species": ["C", "N", "C", "C", "C", "O", "C", "O", "H", "H", "H", "H", "H"], "xyz": [[-0.175, 0.299, -0.809], [-0.667, -0.837, -0.065], [0.207, -1.052, 1.142], [-0.453, -2.095, 1.792], [-1.283, -2.741, 1.201], [-2.131, -2.727, 0.264], [-1.719, -1.497, -0.500], [-2.368, -1.205, -1.421], [-0.835, 0.492, -1.729], [-0.265, 1.193, -0.115], [0.840, -0.067, -1.159], [-0.064, -0.092, 1.581], [1.286, -1.167, 1.102]], "forces_ev_per_angstrom": [[-0.7363, 0.3304, -1.5388], [2.4726, 0.1164, 0.0985], [-0.9419, 2.6110, -0.2475], [-0.9348, -2.9268, 2.1470], [0.8311, -0.3266, 1.9401], [-0.8684, 0.3410, -1.8019], [-0.0135, -0.8752, 0.9202], [-2.0078, 0.1387, -2.2325], [1.0334, -0.3376, 1.4633], [0.8400, -0.8418, -1.0692], [-0.8120, 1.4660, 0.4265], [1.0434, 0.1300, 1.0340], [0.0941, 0.1745, -1.1397]], "mulliken_charge": [-0.97, -0.02, -0.15, -0.45, 0.28, -0.33, 0.58, -0.51, 0.30, 0.31, 0.32, 0.27, 0.35], "smiles": "CN1CC#COC1=O", "total_energy_ev": -10845.818, "charge": 0, "gap_ha": 0.3516, "homo_energy_ev": -9.5, "lumo_ev": 0.104}

---

{"formula": "C6H6O", "method": "the ωB97M-V functional and the def2-TZVPD basis", "species": ["C", "C", "C", "C", "C", "O", "C", "H", "H", "H", "H", "H", "H"], "xyz": [[-2.146, 1.661, -1.252], [-1.209, 0.978, -0.890], [-0.113, 0.220, -0.451], [-0.190, -1.140, -0.031], [0.650, -1.279, 1.124], [1.371, -0.228, 1.344], [1.083, 0.783, 0.232], [-2.977, 2.261, -1.548], [0.796, -1.846, -0.341], [-1.048, -1.789, -0.182], [0.769, -2.136, 1.778], [0.960, 1.773, 0.680], [2.038, 0.751, -0.322]], "forces_ev_per_angstrom": [[0.2391, -0.1736, 0.0986], [-0.2303, 0.1527, -0.0969], [-0.0184, 0.0390, 0.0259], [-0.1646, -0.0024, 0.2194], [0.0435, -0.0269, -0.0480], [-0.1102, -0.0849, 0.0314], [0.1079, 0.1881, -0.0564], [0.1537, -0.1129, 0.0144], [0.0231, -0.0087, -0.1059], [0.1428, 0.0967, 0.0480], [-0.0280, 0.0793, -0.1181], [0.0033, -0.1479, -0.0551], [-0.1619, 0.0014, 0.0428]], "mulliken_charge": [0.17, -0.71, -0.05, -0.30, -0.31, -0.34, -0.38, 0.43, 0.13, 0.47, 0.42, 0.29, 0.19], "total_energy_ev": -8360.782, "charge": 0, "gap_ha": [0.2491, 0.2491], "homo_energy_ev": [-6.4, -6.4], "lumo_ev": [0.376, 0.376]}